1.
Below is a 3-piece molecular cluster, C11H22FO7 overall, with properties calculated with ωB97M-V with the def2-TZVPD basis set.

Properties
calculated total energy: -1058.8425 a.u.
largest force on an atom: 0.01503 hartree/bohr
molar mass: 285.288 g mol⁻¹
total charge: -1
ΔE to the lowest compared entry with this formula, charge and spin: 0.197 eV
E_HOMO: -0.061 Eh

Last column: Mulliken charge in e.
Element x y z (Å)
O1 1.23694 0.16381 3.60608  -0.535
C1 0.58393 0.72060 2.45602  -0.351
C2 -0.73872 1.37360 2.85885  -0.848
C3 -1.89286 0.39734 2.96853  -0.487
F1 -1.87012 -0.37589 1.71292  -0.264
H1 0.64136 -0.53482 3.92807  0.270
H2 0.38052 -0.07017 1.73572  0.289
H3 1.27463 1.41358 1.98054  0.305
H4 -0.97967 2.22943 2.22555  0.278
H5 -0.60749 1.75242 3.87148  0.301
H6 -1.58043 -0.32978 3.74868  0.023
C4 6.24050 -1.77382 -1.64961  -1.084
C5 5.26888 -2.77946 -1.06751  -0.192
O2 5.23873 -2.72937 0.36177  -0.374
C6 4.54153 -1.70302 0.87882  0.777
O3 3.94682 -0.87395 0.24092  -0.557
O4 4.62093 -1.77849 2.19943  -0.366
C7 3.94505 -0.71598 2.90814  -0.432
H7 7.23221 -1.90834 -1.21472  0.284
H8 6.31031 -1.89641 -2.73117  0.345
H9 5.91866 -0.75528 -1.43942  0.315
H10 5.58598 -3.79230 -1.31295  0.284
H11 4.26386 -2.63936 -1.46522  0.319
H12 2.90435 -0.62310 2.61512  0.217
H13 4.46995 0.22478 2.74132  0.278
H14 3.98963 -0.96490 3.96358  0.206
C8 -4.84056 2.24724 -4.52239  -1.087
C9 -5.69394 2.47543 -3.29172  -0.196
O5 -5.83609 1.28725 -2.51108  -0.370
C10 -4.76539 0.97395 -1.75555  0.749
O6 -3.75409 1.62102 -1.68566  -0.546
O7 -5.03670 -0.15188 -1.11499  -0.366
C11 -3.97110 -0.65873 -0.27854  -0.571
H15 -5.23600 1.41696 -5.10979  0.282
H16 -4.82437 3.14320 -5.14474  0.344
H17 -3.81667 2.00262 -4.24510  0.317
H18 -6.70687 2.75074 -3.58423  0.281
H19 -5.29491 3.28026 -2.67420  0.320
H20 -3.62323 0.08031 0.43601  0.308
H21 -3.14347 -0.99408 -0.90077  0.273
H22 -4.38212 -1.50543 0.26180  0.262

Cartesian forces, eV/Å:
O -0.05 -0.43 0.20
C -0.35 0.20 -0.05
C -0.13 -0.38 -0.04
C -0.33 0.45 0.54
F 0.11 -0.35 -0.24
H 0.06 0.44 -0.09
H -0.01 -0.08 -0.15
H 0.31 0.17 0.19
H 0.06 0.04 -0.29
H 0.07 0.31 0.18
H -0.03 -0.32 -0.16
C 0.04 0.14 0.12
C 0.02 -0.04 -0.31
O 0.02 -0.02 0.03
C -0.12 -0.02 0.11
O 0.10 -0.01 -0.02
O 0.07 0.02 0.05
C 0.04 0.10 -0.06
H 0.01 -0.07 -0.05
H 0.00 -0.04 0.00
H -0.07 -0.01 -0.02
H 0.01 -0.04 0.15
H -0.02 0.11 0.07
H 0.16 -0.06 -0.06
H -0.05 0.00 -0.08
H 0.06 -0.17 -0.04
C 0.11 -0.14 0.01
C -0.01 0.22 -0.16
O -0.06 0.01 -0.03
C 0.01 -0.15 0.23
O -0.02 0.01 -0.11
O -0.06 0.00 -0.10
C 0.14 0.01 0.17
H -0.07 0.05 -0.03
H -0.03 0.01 0.00
H 0.01 0.06 0.05
H -0.06 -0.11 0.07
H 0.10 -0.07 0.04
H 0.03 0.06 -0.05
H 0.04 0.11 0.00
H -0.13 0.03 -0.06

=====

2.
Below is C11H22IN2O4 as an isolated structure at a distorted geometry, with properties calculated with ωB97M-V with the def2-TZVPD basis set.

Properties
calculated total energy: -1139.8939 a.u.
largest force on an atom: 0.11409 hartree/bohr
molar mass: 373.211 g mol⁻¹
total charge: +1
E_HOMO: -0.441 Eh

Last column: Mulliken charge in e.
Element x y z (Å)
N1 -2.80640 0.73514 2.76676  -0.452
C1 -2.67530 0.92637 1.30597  -0.702
C2 -2.79508 -0.29831 0.32939  -0.510
N2 -2.79598 -1.70969 0.82114  -0.437
I1 -3.64105 -2.72343 -0.87085  0.413
C3 -3.82002 -2.06521 1.87957  -0.260
C4 -3.25492 -2.31446 3.34360  0.018
O1 -4.06187 -2.55542 4.26538  -0.454
C5 -1.48185 -2.41741 0.90998  -0.497
C6 -0.28642 -1.34007 1.49797  0.726
C7 0.71039 -0.71296 0.29190  -1.164
O2 1.12162 -1.82625 1.40043  -0.413
H1 -1.94565 0.94047 3.29516  0.244
H2 -3.47611 1.44982 3.10622  0.263
H3 -3.44846 1.72243 0.99124  0.405
H4 -1.65861 1.44411 1.11841  0.226
H5 -3.75447 -0.15904 -0.29589  0.444
H6 -1.95063 -0.22006 -0.45545  0.469
H7 -4.52724 -1.15776 1.95195  0.345
H8 -4.47419 -2.96017 1.60846  0.380
H9 -2.14066 -2.32724 3.58344  0.321
H10 -1.07571 -2.71615 -0.12366  0.381
H11 -1.43670 -3.34177 1.55983  0.423
H12 -0.59369 -0.60816 2.39235  0.274
H13 0.45407 0.34020 0.75252  0.134
H14 1.81908 -0.49035 0.33476  0.413
O3 1.18739 1.00422 -2.36587  -0.579
C8 2.38350 1.17588 -2.43382  0.778
O4 2.92253 2.32315 -1.98333  -0.358
C9 4.33406 2.56042 -1.85459  -0.378
C10 4.93077 3.02393 -3.16799  -0.961
C11 3.27405 0.16140 -3.09438  -1.001
H15 4.84281 1.68350 -1.44671  0.333
H16 4.44333 3.35346 -1.11166  0.314
H17 4.82763 2.26585 -3.94697  0.276
H18 5.99135 3.25402 -3.04838  0.355
H19 4.41393 3.91726 -3.52631  0.302
H20 3.24547 0.31143 -4.17485  0.283
H21 2.89433 -0.83398 -2.85785  0.281
H22 4.30470 0.18486 -2.74784  0.366

Cartesian forces, eV/Å:
N -0.50 0.47 0.21
C 1.25 2.15 0.04
C -0.05 1.85 -2.02
N -1.06 -2.09 -1.05
I -0.24 -0.31 -0.66
C -1.36 0.92 2.02
C -2.12 -0.59 2.46
O 2.61 0.87 -3.44
C 4.34 1.09 0.61
C 2.19 -2.36 -2.22
C -0.93 1.11 2.57
O -4.97 2.28 2.12
H -0.48 -0.17 -0.67
H 0.48 -0.94 -0.11
H 1.13 -1.50 0.20
H -1.53 -0.93 -0.05
H 1.40 -0.30 1.30
H -1.21 -0.28 1.32
H 1.11 -1.49 -0.02
H 1.25 1.13 0.35
H -1.07 0.17 -0.59
H -0.70 0.73 1.70
H -0.76 1.16 -0.59
H 0.93 -1.73 -2.08
H 1.18 -0.86 0.47
H -0.83 -0.40 -1.94
O 0.49 0.33 0.24
C -0.27 -0.06 -0.35
O -0.40 0.05 0.45
C 0.29 0.09 -0.24
C -0.07 -0.06 -0.19
C 0.29 -0.46 0.36
H -0.09 -0.03 -0.11
H -0.28 -0.11 -0.03
H 0.10 -0.01 0.08
H -0.07 -0.01 0.01
H 0.07 -0.02 0.13
H 0.01 -0.01 0.08
H -0.16 0.14 -0.20
H 0.04 0.16 -0.17

=====

3.
Below is an isolated ion of composition C11H22N and charge +1 at a distorted geometry, with properties calculated with ωB97M-V with the def2-TZVPD basis set.

Properties
calculated total energy: -486.7256 a.u.
largest force on an atom: 0.13150 hartree/bohr
SMILES: C=C(/C=[NH+]/C)C(C)(C)C(C)(C)C
molar mass: 168.304 g mol⁻¹
total charge: +1
ΔE to the lowest compared entry with this formula, charge and spin: 2.297 eV
E_HOMO: -0.514 Eh

Last column: Mulliken charge in e.
Element x y z (Å)
C1 -0.95175 -1.56884 1.77121  -1.629
C2 -0.12408 -0.80479 0.99006  0.240
C3 -0.75453 2.68164 -1.02397  -1.482
C4 1.07311 1.05449 -1.20945  -2.244
C5 -1.22257 0.23506 -1.61466  -1.637
C6 -1.67654 1.03549 1.57644  -2.300
C7 0.82171 1.33671 1.69200  -1.924
C8 1.77509 -3.36719 -1.01980  -0.908
C9 1.01394 -1.49025 0.31955  -0.491
C10 -0.37523 1.19275 -0.68903  1.802
C11 -0.40937 0.82440 0.84238  1.788
N1 0.85188 -2.60046 -0.33015  0.038
H1 -0.78783 -2.58684 1.83203  0.449
H2 -1.82586 2.64020 -1.29950  0.405
H3 -0.67854 3.39138 -0.08710  0.265
H4 -0.24197 2.95223 -1.82878  0.495
H5 1.47172 0.11694 -1.45315  0.478
H6 1.73274 1.56466 -0.56820  0.484
H7 1.12458 1.52798 -2.11894  0.633
H8 -1.28106 0.68822 -2.54142  0.589
H9 -0.55250 -0.63983 -1.93091  0.259
H10 -2.10324 -0.20924 -1.21120  0.316
H11 -2.60753 0.68161 1.05005  0.374
H12 -1.73084 0.91360 2.62935  0.591
H13 -1.90091 2.16338 1.52647  0.383
H14 -1.78752 -1.28537 2.31755  0.427
H15 1.57703 0.78292 1.32285  0.658
H16 0.59222 1.05618 2.73184  0.442
H17 2.34342 -3.90209 -0.24791  0.384
H18 1.33547 -4.00725 -1.75233  0.358
H19 2.50812 -2.72125 -1.48606  0.326
H20 1.97912 -1.07197 0.33768  0.691
H21 0.97387 2.35322 1.73141  0.349
H22 -0.16215 -2.93767 -0.25830  0.393

Cartesian forces, eV/Å:
C 2.33 1.35 -2.44
C -1.83 0.14 0.54
C -3.52 -1.38 5.61
C -1.15 0.36 1.41
C 3.05 -1.65 1.51
C -2.83 3.67 -1.91
C -4.23 -0.96 1.05
C 2.88 -0.78 0.24
C -1.82 -0.38 -0.07
C 0.39 -0.50 -0.35
C 1.96 -2.60 0.49
N -4.64 1.77 1.89
H 0.67 -2.14 0.31
H 0.40 0.46 0.22
H 0.20 -1.22 -2.07
H 2.25 1.67 -3.12
H 0.28 -1.88 0.15
H 1.04 0.68 0.69
H 0.09 1.31 -2.26
H -1.07 1.23 -1.82
H -0.80 0.70 0.80
H -0.94 0.24 0.14
H 0.99 -0.30 0.63
H 0.34 -0.88 0.83
H 0.49 -1.19 -0.06
H -1.23 1.10 0.66
H 3.24 -1.13 -0.64
H 0.32 -0.16 -0.32
H -0.07 -0.58 -0.53
H -0.35 -0.41 -0.24
H 0.06 0.18 -0.35
H 1.17 0.48 -0.06
H 0.49 2.39 -0.52
H 1.82 0.42 -0.41

=====

4.
Below is a 2-piece molecular cluster, C11H22N2 overall at a distorted geometry, with properties calculated with ωB97M-V with the def2-TZVPD basis set.

Properties
calculated total energy: -540.9202 a.u.
largest force on an atom: 0.07528 hartree/bohr
molar mass: 182.311 g mol⁻¹
total charge: +2
ΔE to the lowest compared entry with this formula, charge and spin: 8.288 eV
E_HOMO (alpha / beta): -0.640 / -0.623 Eh

Last column: Mulliken charge in e.
Element x y z (Å)
C1 0.37159 2.17429 -0.19854  -0.171
C2 -0.89230 -2.30818 1.67488  -0.890
C3 0.91801 -0.65488 2.29383  -0.300
C4 -1.49834 -2.00404 3.05403  -0.395
C5 0.17443 -0.06715 3.43024  -0.738
C6 -0.43980 -0.89341 1.57894  0.038
C7 2.27614 -0.11761 -4.77190  -1.095
C8 -2.10731 0.66583 2.73911  -0.497
C9 0.83953 0.37025 -4.37334  -0.435
C10 0.87684 0.76398 -2.84192  -0.811
C11 -0.50932 0.82643 -2.04616  -0.493
N1 -0.26587 1.30744 -0.80254  0.027
N2 -1.13010 -0.47312 2.81118  0.536
H1 1.35458 2.65880 -0.11915  0.333
H2 -0.00460 2.50813 0.74254  0.330
H3 -0.20339 -3.04531 1.68704  0.441
H4 -1.61064 -2.51539 0.98557  0.324
H5 1.59946 0.19871 1.90443  0.165
H6 1.35090 -1.55876 2.63875  0.345
H7 -2.56712 -2.27675 3.17072  0.303
H8 -0.93253 -2.50459 3.86619  0.267
H9 0.42361 -0.48754 4.43269  0.282
H10 0.15913 1.01482 3.57278  0.301
H11 2.99354 0.72924 -4.37460  0.281
H12 2.48131 -1.10398 -4.39939  0.354
H13 2.28608 -0.00042 -5.81739  0.382
H14 -3.13800 0.34922 3.05724  0.298
H15 -1.68543 1.51568 3.31891  0.264
H16 -2.12525 0.88205 1.63583  0.248
H17 0.55133 1.36223 -4.94685  0.299
H18 0.00089 -0.40493 -4.59279  0.354
H19 1.40505 0.02022 -2.34950  0.481
H20 1.41542 1.69371 -2.79048  0.458
H21 -1.00727 -0.09776 -1.83615  0.301
H22 -1.36058 1.47282 -2.33419  0.412

Cartesian forces, eV/Å:
C 0.33 -0.04 1.84
C -1.31 2.16 0.91
C 1.14 3.17 -1.91
C -0.25 -0.14 -0.07
C -0.54 0.31 2.37
C 2.47 -1.08 1.18
C -0.59 3.24 1.92
C -0.92 -0.39 -0.81
C -1.89 0.88 -0.31
C -1.46 0.17 -1.86
C -1.17 -0.24 -1.23
N 1.77 2.34 1.35
N -1.64 0.08 1.96
H 0.50 -0.48 -1.88
H -1.31 0.08 1.00
H 2.53 -2.18 -0.28
H -2.24 -0.91 -1.97
H -0.51 -2.20 0.16
H 1.14 -0.82 -0.60
H 0.54 0.85 -0.07
H -0.20 1.01 -0.21
H -0.65 0.05 -0.71
H 0.29 -0.14 -0.36
H -0.96 -2.02 -0.61
H 0.34 -0.26 0.01
H 0.41 -0.47 -1.40
H 1.14 0.45 -0.13
H -0.76 -0.65 -0.40
H -0.32 0.26 1.17
H 0.58 -2.14 0.93
H 1.56 1.23 0.35
H 1.18 -1.38 1.15
H -0.01 0.53 0.39
H 0.18 -1.33 -0.79
H 0.65 0.02 -1.08

=====

5.
Below is the molecule C11H22N2O3 at a distorted geometry, with properties calculated with ωB97M-V with the def2-TZVPD basis set.

Properties
calculated total energy: -767.4528 a.u.
largest force on an atom: 0.11283 hartree/bohr
SMILES: CC(C)C[C@H](NC(=O)[C@@H](N)C(C)C)C(=O)O
molar mass: 230.308 g mol⁻¹
ΔE to the lowest compared entry with this formula, charge and spin: 5.098 eV
E_HOMO: -0.335 Eh

Last column: Mulliken charge in e.
Element x y z (Å)
C1 1.56690 -0.74701 0.07386  0.551
C2 0.85191 -0.62138 -1.28099  -0.295
C3 3.01156 -0.23262 0.21405  0.486
C4 3.48266 -0.09808 1.68324  -1.428
C5 3.11499 1.11510 -0.51526  -1.349
C6 -0.98943 1.20186 -0.78035  -0.114
C7 -0.20830 2.50087 -0.50965  0.075
C8 -1.78275 0.42831 0.31124  -0.602
C9 -3.03461 -0.29717 -0.09533  0.610
C10 -3.94179 -0.61716 1.15324  -1.495
C11 -2.53500 -1.55927 -0.70163  -1.477
H1 2.07813 -2.93739 -0.18379  0.232
H2 0.71212 -2.58632 0.54905  0.266
H3 0.94530 -0.23688 0.77894  0.231
H4 3.44464 -1.11655 -0.26950  0.423
H5 4.33823 0.65100 1.83338  0.340
H6 3.66404 -0.99086 2.14592  0.405
H7 2.59308 0.43172 2.20005  0.250
H8 4.21253 1.41514 -0.34738  0.470
H9 3.34800 1.00707 -1.56116  0.321
H10 2.26721 1.62477 -0.20743  0.234
H11 -0.50545 0.22168 -2.56011  0.319
H12 -1.72588 1.57326 -1.46875  0.423
H13 -1.26993 -0.39992 1.10953  0.137
H14 -1.96567 1.31536 1.01280  0.402
H15 -3.54013 0.24500 -0.93464  0.380
H16 -4.72507 -1.15317 0.67588  0.425
H17 -4.44917 0.13690 1.75766  0.365
H18 -3.32921 -1.25097 1.80194  0.333
H19 -2.16328 -1.30358 -1.68044  0.361
H20 -3.38883 -2.12704 -0.84997  0.538
H21 -1.74455 -2.16366 -0.29320  0.232
H22 -0.80479 3.95913 0.76050  0.376
N1 1.65973 -2.18926 0.41671  -0.719
N2 -0.23621 0.27899 -1.53754  0.001
O1 1.18226 -1.28431 -2.25108  -0.677
O2 0.98440 2.63304 -0.65785  -0.564
O3 -1.11764 3.17340 0.20806  -0.464

Cartesian forces, eV/Å:
C 0.04 -1.61 -0.23
C -0.54 1.42 -1.83
C -0.18 -0.37 -1.13
C -1.83 4.19 -0.76
C 5.14 -2.69 0.17
C 0.62 -1.78 -0.70
C 0.43 -2.47 2.42
C 1.01 2.26 4.75
C 0.47 1.33 0.97
C 0.95 0.16 -1.20
C -0.01 0.00 -1.60
H 0.02 2.04 -0.07
H 0.64 0.51 0.18
H -0.51 0.02 0.90
H 1.24 0.75 -0.16
H -1.00 -1.32 -0.56
H 0.47 -2.27 1.21
H 1.32 -0.86 -0.31
H -1.76 0.81 0.98
H -1.55 -0.26 -0.95
H 0.01 1.57 0.18
H 0.85 -0.12 1.84
H -0.87 0.01 -0.30
H -0.37 2.43 -2.57
H -0.55 -1.47 -0.46
H -0.09 -0.18 0.97
H -0.89 -1.07 0.15
H 0.61 0.55 -0.35
H -0.38 -0.11 0.03
H 0.14 -0.13 -0.52
H -1.49 -1.84 -0.50
H 0.19 0.08 1.04
H -0.07 -1.32 -1.38
N -1.89 -1.44 0.87
N 1.72 -1.67 -2.62
O 0.19 -0.15 0.70
O -2.76 1.91 -0.36
O 0.68 3.09 1.16

=====

6.
Below is an isolated ion of composition C11H22N3O2 and charge +1 at a distorted geometry, with properties calculated with ωB97M-V with the def2-TZVPD basis set.

Properties
calculated total energy: -746.8618 a.u.
largest force on an atom: 0.02007 hartree/bohr
SMILES: CC(=O)OCCCCCC[C@H]1CNC(N)=[NH+]1
molar mass: 228.316 g mol⁻¹
total charge: +1
ΔE to the lowest compared entry with this formula, charge and spin: 0.000 eV
E_HOMO: -0.467 Eh

Last column: Mulliken charge in e.
Element x y z (Å)
C1 -2.34706 0.39531 -2.23686  -0.882
C2 -2.36660 -1.08618 -1.96792  0.752
O1 -3.34916 -1.76835 -1.90198  -0.534
O2 -1.11508 -1.56470 -1.79693  -0.328
C3 -1.01844 -2.90089 -1.25645  -0.825
C4 -1.57067 -3.03166 0.16512  -0.487
C5 -0.49138 -3.03099 1.25760  -0.970
C6 -0.13106 -1.61494 1.73218  -0.849
C7 0.98307 -0.96129 0.88422  -0.510
C8 0.73958 0.52246 0.53884  -1.147
C9 1.78243 1.47430 1.14204  0.183
C10 2.83911 1.91544 0.09405  -0.839
N1 2.35736 3.25601 -0.41447  -0.435
C11 1.14761 3.42577 0.26325  0.511
N2 0.16257 4.04938 -0.32519  -0.341
N3 1.14149 2.79858 1.43651  -0.304
H1 -1.66966 0.61250 -3.06232  0.322
H2 -1.96767 0.90518 -1.34955  0.052
H3 -3.34912 0.73558 -2.47649  0.347
H4 0.05213 -3.09839 -1.25989  0.492
H5 -1.47603 -3.61090 -1.94225  0.379
H6 -2.28882 -2.23690 0.36645  0.446
H7 -2.13048 -3.96538 0.21751  0.354
H8 0.40928 -3.52605 0.88241  0.401
H9 -0.84227 -3.61802 2.10610  0.409
H10 0.18541 -1.65334 2.77535  0.359
H11 -1.02927 -0.99396 1.67759  0.406
H12 1.09016 -1.52065 -0.04371  0.219
H13 1.93044 -1.05534 1.42148  0.618
H14 -0.25596 0.82149 0.88187  0.312
H15 0.74669 0.63502 -0.54904  0.444
H16 2.24146 1.05756 2.03393  0.595
H17 2.89452 1.18321 -0.70404  0.312
H18 3.81160 2.08112 0.54953  0.368
H19 2.99291 3.93393 0.00348  0.345
H20 0.28772 4.33629 -1.28556  0.272
H21 -0.69690 4.29573 0.14341  0.254
H22 0.30008 2.80307 1.99974  0.302

Cartesian forces, eV/Å:
C 0.08 -0.12 -0.11
C 0.11 -0.06 -0.19
O -0.09 -0.02 0.08
O 0.03 0.23 0.37
C 0.08 -0.07 -0.10
C 0.26 -0.27 -0.02
C -0.16 0.26 0.03
C 0.25 -0.10 -0.16
C -0.15 0.06 0.00
C 0.14 -0.23 0.16
C 0.17 0.20 -0.19
C 0.05 0.36 0.52
N -0.14 -1.00 0.20
C 0.25 0.09 -0.10
N -0.03 0.54 0.19
N -0.54 -0.25 -0.13
H 0.00 0.01 0.00
H -0.05 0.04 0.01
H -0.01 0.02 0.04
H 0.01 -0.02 -0.07
H -0.21 0.14 -0.04
H -0.09 -0.06 -0.06
H -0.03 0.00 -0.01
H -0.01 -0.10 0.12
H -0.03 0.02 0.02
H -0.06 0.11 0.04
H -0.02 -0.04 0.14
H 0.06 0.04 -0.01
H 0.05 -0.08 -0.12
H 0.02 -0.06 0.02
H -0.13 0.14 0.01
H -0.06 0.13 0.13
H 0.14 0.13 -0.14
H 0.09 -0.28 -0.09
H -0.04 0.33 -0.56
H 0.13 0.24 0.10
H -0.03 -0.16 -0.02
H -0.04 -0.15 -0.07